[1]
DFT (ωB97M-V with the def2-TZVPD basis set) results for a molecular structure, C28H20N4O6S2Tc.

```
61
Properties=species:S:1:pos:R:3
Tc -1.18 0.03 0.05
N -0.62 1.36 -1.55
C -1.06 0.82 -2.83
C -1.17 1.55 -3.97
C -1.53 0.93 -5.19
C -1.75 -0.42 -5.24
C -1.65 -1.20 -4.07
C -1.86 -2.60 -4.03
C -1.77 -3.26 -2.84
C -1.50 -2.54 -1.66
N -1.31 -1.24 -1.66
C -1.34 -0.56 -2.86
H -0.92 2.32 -1.43
H 0.40 1.34 -1.53
H -0.96 2.62 -3.94
H -1.62 1.53 -6.08
H -1.99 -0.90 -6.18
H -2.09 -3.13 -4.94
H -1.92 -4.33 -2.78
H -1.47 -3.03 -0.70
S -1.09 1.63 1.78
C -2.75 2.19 1.89
C -3.05 3.13 2.95
N -3.27 3.87 3.80
C -3.72 1.78 1.06
S -3.45 0.64 -0.24
C -5.07 2.28 1.20
N -6.16 2.66 1.28
O 5.33 -1.25 0.98
C 4.29 -0.94 0.47
C 4.09 0.02 -0.72
O 4.93 0.38 -1.49
C 2.61 0.37 -0.76
C 1.95 -0.50 0.18
O 0.71 -0.55 0.38
C 2.89 -1.37 0.91
O 2.60 -2.25 1.69
O 2.09 1.20 -1.49
C -2.87 -5.94 5.95
C -2.40 -4.90 4.98
C -1.10 -4.41 5.04
C -0.65 -3.43 4.17
C 0.77 -2.92 4.30
C -1.56 -2.94 3.20
C -1.06 -1.90 2.34
O -1.65 -1.48 1.34
C -2.89 -3.42 3.12
C -3.90 -2.91 2.13
C -3.27 -4.39 4.02
H -2.05 -6.35 6.54
H -3.37 -6.76 5.43
H -3.60 -5.51 6.65
H -0.41 -4.81 5.78
H 1.33 -3.57 4.98
H 0.79 -1.91 4.73
H 1.31 -2.88 3.35
H -0.11 -1.43 2.60
H -3.63 -3.16 1.10
H -3.99 -1.82 2.16
H -4.88 -3.34 2.34
H -4.29 -4.77 3.98
```

Calculated values
HOMO (alpha / beta): -7.803 / -8.301 eV
Charge: 0
2S+1: 4
E_tot: -2626.6698 Ha
E_LUMO (alpha / beta): -1.257 / -2.670 eV

---

[2]
DFT (ωB97M-V with the def2-TZVPD basis set) results for a molecular structure, C28H21AuN3O5.

```
58
Properties=species:S:1:pos:R:3
Au 0.23 0.18 -0.47
O 4.72 -0.70 -1.07
C 4.95 -1.19 0.17
C 6.11 -1.91 0.42
C 6.39 -2.42 1.68
C 5.49 -2.19 2.72
C 4.34 -1.45 2.47
C 4.04 -0.94 1.21
C 2.76 -0.18 1.03
O 2.35 0.03 -0.18
N 2.19 0.21 2.15
N 1.06 0.87 1.82
C 0.19 1.38 2.57
C -0.82 2.26 1.96
C -1.83 2.77 2.78
C -2.78 3.66 2.30
C -2.71 4.07 0.98
C -1.73 3.56 0.14
C -0.79 2.63 0.59
O 0.13 2.19 -0.29
H 5.40 -1.03 -1.66
H 6.81 -2.08 -0.39
H 7.29 -2.99 1.85
H 5.68 -2.59 3.71
H 3.63 -1.27 3.26
H 0.15 1.19 3.66
H -1.85 2.47 3.82
H -3.56 4.04 2.95
H -3.43 4.78 0.59
H -1.67 3.87 -0.90
C -3.69 2.54 -3.66
C -2.28 2.41 -3.68
C -1.65 1.63 -2.75
C -2.38 0.95 -1.75
C -1.76 0.18 -0.73
C -2.51 -0.48 0.20
C -3.92 -0.39 0.17
C -4.55 0.36 -0.77
C -3.80 1.06 -1.75
C -4.42 1.88 -2.72
H -4.18 3.18 -4.39
H -1.70 2.92 -4.44
H -0.57 1.53 -2.76
H -2.02 -1.04 0.99
H -4.50 -0.93 0.92
H -5.63 0.43 -0.79
H -5.50 1.97 -2.70
O 0.34 -1.96 -3.00
C 0.28 -2.48 -1.91
C 0.25 -3.98 -1.66
C 0.19 -4.11 -0.14
C 0.14 -2.68 0.37
O 0.02 -2.35 1.53
N 0.22 -1.82 -0.70
H 1.14 -4.43 -2.10
H -0.62 -4.39 -2.16
H 1.05 -4.61 0.30
H -0.70 -4.63 0.22
```

Calculated values
HOMO: -4.364 eV
Charge: -1
2S+1: 1
E_tot: -1755.8238 Ha
E_LUMO: 2.764 eV

---

[3]
DFT (ωB97M-V with the def2-TZVPD basis set) results for a molecular structure, C28H21AuN5O2S2.

```
59
Properties=species:S:1:pos:R:3
Au -0.36 0.65 -0.36
N 2.17 1.47 1.92
C 2.54 1.14 0.64
C 3.92 1.27 0.36
C 4.42 0.92 -0.86
C 3.55 0.43 -1.84
C 2.23 0.34 -1.53
N 1.71 0.70 -0.32
C 0.99 1.41 2.69
C 1.13 1.40 4.08
C -0.02 1.41 4.84
C -1.26 1.45 4.21
C -1.29 1.46 2.84
N -0.18 1.44 2.09
H 2.97 1.66 2.49
H 4.57 1.64 1.14
H 5.48 1.02 -1.05
H 3.90 0.12 -2.81
H 1.51 -0.03 -2.25
H 2.11 1.37 4.54
H 0.05 1.39 5.92
H -2.18 1.46 4.78
H -2.22 1.49 2.29
C -4.51 -0.38 -0.56
C -5.10 0.86 -0.76
C -4.30 1.98 -0.94
C -2.92 1.84 -0.91
N -2.37 0.62 -0.66
C -3.13 -0.46 -0.50
C -1.94 2.89 -1.19
C -2.26 4.19 -1.57
C -1.25 5.09 -1.86
C 0.08 4.70 -1.78
C 0.41 3.41 -1.39
C -0.60 2.51 -1.09
H -5.10 -1.28 -0.44
H -6.17 0.96 -0.79
H -4.73 2.95 -1.10
H -2.62 -1.40 -0.34
H -3.29 4.50 -1.65
H -1.50 6.10 -2.17
H 0.86 5.40 -2.02
H 1.45 3.11 -1.33
O -1.99 -4.85 -2.12
S -0.78 -4.11 -2.27
O -0.30 -3.78 -3.57
N -0.92 -2.70 -1.37
C -0.13 -2.71 -0.36
S -0.05 -1.44 0.82
C 0.75 -3.91 -0.23
C 1.71 -4.20 0.72
C 2.40 -5.40 0.61
C 2.15 -6.28 -0.44
C 1.18 -5.98 -1.40
C 0.50 -4.79 -1.27
H 1.90 -3.51 1.54
H 3.15 -5.66 1.34
H 2.70 -7.20 -0.51
H 0.98 -6.66 -2.22
```

Calculated values
HOMO: -11.377 eV
Charge: +1
2S+1: 1
E_tot: -2435.7277 Ha
E_LUMO: -3.309 eV